(1)
Below is a 2-piece molecular cluster, C16H17NO overall, with properties calculated with wB97M-V/def2-TZVPD.

## Properties
SMILES string = Cc1c[nH]c2ccccc12.Cc1ccc(O)cc1
Total charge = 0
Spin multiplicity = 1
Relative energy (zero: lowest compared OMol25 entry of this formula, charge and spin) = 315.17 kJ/mol
E = -20402.5599 eV
E_LUMO = 0.02903 Eh

Positions of all 35 atoms, in Å:
C -4.203 0.949 -0.416
C -1.547 0.248 2.145
C -2.418 -0.279 1.135
C -3.144 0.873 0.605
C -2.577 1.945 1.211
C -0.878 -0.562 3.017
C -1.036 -1.913 2.825
C -1.700 -2.501 1.784
C -2.445 -1.600 0.779
N -1.593 1.675 2.143
H -0.260 -0.244 3.871
H -0.655 -2.490 3.613
H -1.554 2.167 3.049
H -1.324 -3.429 1.495
H -2.819 2.961 0.836
H -2.955 -2.048 0.054
H -4.815 1.827 -0.356
H -4.869 0.019 -0.238
H -3.886 1.172 -1.473
C 2.819 -1.955 -3.158
C 3.913 -0.160 -1.774
C 2.709 -0.667 -2.276
C 3.856 0.874 -0.891
C 2.653 1.536 -0.634
C 1.518 -0.104 -1.780
C 1.438 1.071 -1.054
O 2.710 2.717 0.082
H 4.805 -0.560 -2.234
H 4.620 1.283 -0.459
H 2.169 -2.606 -2.698
H 3.910 -2.217 -2.844
H 0.634 -0.621 -1.884
H 3.651 2.893 0.478
H 0.499 1.531 -0.719
H 2.774 -1.787 -4.235

***

(2)
Below is C29H30ClI2N2O3SbTi as an isolated structure, with properties calculated with wB97M-V/def2-TZVPD.

## Properties
Total charge = +2
Spin multiplicity = 1
Relative energy (zero: lowest compared OMol25 entry of this formula, charge and spin) = 25.41 kJ/mol
E = -98048.3508 eV
E_LUMO = -0.26335 Eh

Positions of all 69 atoms, in Å:
Ti -0.388 -0.352 -0.005
I -0.556 0.302 7.639
C -0.250 0.253 5.583
C 0.523 1.234 4.977
C 0.724 1.212 3.603
I 1.837 2.675 2.644
C 0.149 0.188 2.858
O 0.304 0.183 1.516
C -0.625 -0.813 3.451
C -1.140 -1.971 2.641
N -1.783 -1.594 1.343
C -3.089 -0.916 1.568
C -3.006 0.564 1.318
C -3.900 1.452 1.891
C -3.808 2.797 1.573
C -2.818 3.221 0.697
C -1.954 2.282 0.174
N -2.054 0.976 0.469
C -0.822 -0.764 4.822
H 0.964 2.022 5.571
H -1.855 -2.531 3.247
H -0.324 -2.653 2.397
H -1.982 -2.476 0.878
H -3.443 -1.107 2.582
H -3.836 -1.343 0.896
H -4.652 1.091 2.579
H -4.496 3.509 2.010
H -2.705 4.262 0.431
H -1.141 2.559 -0.484
H -1.414 -1.530 5.308
C -1.296 -2.156 -1.866
C -0.351 -2.125 -2.895
C -0.377 -1.106 -3.833
C -1.329 -0.094 -3.747
C -2.263 -0.105 -2.725
C -2.258 -1.142 -1.789
H -1.332 -3.009 -1.198
H 0.381 -2.914 -2.982
H 0.346 -1.099 -4.638
H -1.345 0.693 -4.489
H -3.019 0.668 -2.666
H -3.055 -1.192 -1.060
Cl 2.857 5.547 -5.159
C 2.480 4.142 -4.247
C 3.388 3.089 -4.202
C 3.076 1.964 -3.466
C 1.867 1.887 -2.770
C 0.968 2.950 -2.827
C 1.268 4.075 -3.567
C 1.601 0.659 -2.016
O 2.287 -0.336 -2.022
O 0.485 0.685 -1.232
H 4.321 3.162 -4.742
H 3.767 1.133 -3.421
H 0.020 2.889 -2.309
H 0.577 4.905 -3.627
C 1.854 -3.726 1.752
Sb 1.803 -2.269 0.194
C 2.556 -3.422 -1.413
C 3.418 -1.065 0.849
H 2.847 -4.174 1.742
H 1.119 -4.515 1.601
H 1.703 -3.259 2.725
H 3.484 -3.892 -1.090
H 2.754 -2.769 -2.258
H 1.850 -4.203 -1.690
H 4.350 -1.604 0.687
H 3.295 -0.876 1.915
H 3.443 -0.125 0.307

***

(3)
Below is one molecule with the formula C4H9NOS2, with properties calculated with wB97M-V/def2-TZVPD.

## Properties
SMILES string = CO[C@H](C)SC(N)=S
Total charge = 0
Spin multiplicity = 1
Relative energy (zero: lowest compared OMol25 entry of this formula, charge and spin) = 87.50 kJ/mol
E = -29501.5762 eV
E_LUMO = 0.02237 Eh

Positions of all 17 atoms, in Å:
C -1.682 0.711 1.358
C -0.440 -0.929 0.165
C 0.756 -1.758 0.284
C 0.775 0.855 -1.817
H -2.003 1.333 0.487
H -2.508 -0.039 1.571
H -1.520 1.307 2.235
H -1.352 -1.472 0.226
H 1.633 -1.160 -0.126
H 0.992 -1.976 1.351
H 0.605 -2.693 -0.323
H 1.022 1.377 0.168
H 2.191 2.009 -0.989
N 1.393 1.411 -0.768
O -0.415 0.077 1.099
S -0.620 -0.233 -1.549
S 1.171 1.180 -3.371

***

(4)
Below is one molecule with the formula C5H9ClN2, with properties calculated with wB97M-V/def2-TZVPD.

## Properties
SMILES string = C=C[C@@H](Cl)C/C=N\N
Total charge = 0
Spin multiplicity = 1
Relative energy (zero: lowest compared OMol25 entry of this formula, charge and spin) = 204.00 kJ/mol
E = -20831.7413 eV
E_LUMO = 0.03521 Eh

Positions of all 17 atoms, in Å:
C 0.844 -1.224 0.656
C -0.398 -1.392 -0.124
C -1.358 -0.257 0.260
C -0.947 1.091 -0.328
C -0.419 2.048 0.442
H 1.385 0.488 -1.098
H 3.026 0.181 -1.003
H 0.778 -1.422 1.735
H -0.847 -2.350 0.152
H -0.184 -1.390 -1.189
H -1.427 -0.259 1.349
H -1.184 1.276 -1.378
H -0.040 2.933 -0.051
H -0.278 1.942 1.521
N 2.089 -0.218 -0.941
N 1.978 -0.794 0.263
Cl -3.018 -0.651 -0.265

***

(5)
Below is a 2-piece molecular cluster, C3H7OP overall, with properties calculated with wB97M-V/def2-TZVPD.

## Properties
Total charge = 0
Spin multiplicity = 1
Relative energy (zero: lowest compared OMol25 entry of this formula, charge and spin) = 309.05 kJ/mol
E = -14557.0164 eV
E_LUMO = 0.01687 Eh

Positions of all 12 atoms, in Å:
C 1.541 -0.388 -0.189
C -1.605 0.049 0.064
C -0.652 -0.997 -0.370
O 2.271 -1.224 0.192
P 1.955 1.396 -0.225
H -1.622 0.298 1.085
H -2.762 -0.213 -0.181
H -1.495 0.953 -0.452
H -0.705 -0.934 -1.490
H -0.697 -1.995 0.188
H 0.896 1.649 0.564
H 2.877 1.405 0.814

***

(6)
Below is C33H23BrN5O5RuTe as an isolated structure, with properties calculated with wB97M-V/def2-TZVPD.

## Properties
Total charge = -2
Spin multiplicity = 6
Relative energy (zero: lowest compared OMol25 entry of this formula, charge and spin) = 298.41 kJ/mol
E = -132198.2579 eV
E_LUMO (alpha / beta) = 0.14586 / 0.11400 Eh

Positions of all 69 atoms, in Å:
Ru -0.129 0.733 0.407
Br 3.617 -4.019 4.539
C 2.981 -2.800 3.200
C 3.266 -3.052 1.866
C 2.794 -2.155 0.914
C 2.055 -1.012 1.248
O 1.678 -0.200 0.293
C 1.780 -0.766 2.641
C 1.142 0.411 3.098
N 0.564 1.312 2.275
C 0.285 2.586 2.655
C 0.328 3.123 3.952
C -0.078 4.445 4.177
C -0.548 5.257 3.172
C -0.594 4.764 1.836
C -1.168 5.435 0.756
C -1.374 4.702 -0.486
C -0.333 3.676 -0.687
N 0.170 3.017 0.303
C -0.065 3.469 1.596
C 2.260 -1.696 3.591
H 3.829 -3.928 1.574
H 2.993 -2.325 -0.138
H 1.142 0.596 4.168
H 0.648 2.517 4.787
H -0.050 4.826 5.193
H -0.923 6.252 3.383
H -1.588 6.426 0.887
H -1.541 5.321 -1.368
H -0.089 3.332 -1.686
H 2.063 -1.518 4.641
O -3.805 4.762 -2.905
C -3.305 3.452 -2.949
O -3.232 2.944 -4.040
C -2.953 2.920 -1.663
C -2.847 3.727 -0.415
N -2.727 2.713 0.572
N -2.113 1.603 -0.021
C -2.314 1.711 -1.320
C -1.586 0.675 -2.158
O -2.020 0.230 -3.198
O -0.437 0.368 -1.626
H -3.902 5.028 -1.985
H -3.624 4.454 -0.159
H -2.318 2.945 1.464
N -0.957 -0.751 1.021
C -1.623 -1.886 0.771
C -2.461 -2.448 1.765
C -3.137 -3.629 1.534
C -3.012 -4.295 0.316
C -2.196 -3.751 -0.675
C -1.513 -2.571 -0.462
H -2.550 -1.923 2.708
H -3.774 -4.040 2.310
H -3.547 -5.221 0.140
H -2.097 -4.255 -1.630
H -0.885 -2.137 -1.229
Te 1.462 -1.428 -2.965
C 2.629 -3.068 -3.651
C 3.446 -2.973 -4.780
C 4.164 -4.069 -5.239
C 4.097 -5.280 -4.564
C 3.302 -5.386 -3.430
C 2.570 -4.294 -2.984
H 3.520 -2.027 -5.302
H 4.786 -3.973 -6.122
H 4.660 -6.136 -4.918
H 3.244 -6.326 -2.893
H 1.943 -4.392 -2.105

***

(7)
Below is C11H23IrN3OP as an isolated structure, with properties calculated with wB97M-V/def2-TZVPD.

## Properties
Total charge = +3
Spin multiplicity = 6
E = -30392.2004 eV
E_LUMO (alpha / beta) = -0.37376 / -0.51322 Eh

Positions of all 40 atoms, in Å:
Ir -0.727 -0.759 -2.189
C -2.089 0.243 -3.985
C -1.163 -0.774 -4.388
C -1.618 -2.024 -3.840
C -2.839 -1.771 -3.136
C -3.125 -0.379 -3.231
H -2.075 1.278 -4.299
H -0.379 -0.653 -5.126
H -1.228 -3.002 -4.092
H -3.490 -2.519 -2.703
H -4.017 0.110 -2.863
C 2.443 1.691 2.237
N 1.731 1.436 0.997
C 2.193 2.179 -0.163
P 0.700 0.129 0.780
O 0.690 -0.317 -0.660
N -0.817 0.580 1.303
C -1.852 -0.347 0.913
C -1.202 1.995 1.341
N 1.210 -1.129 1.760
C 2.199 -2.071 1.262
C 0.937 -1.155 3.183
H 2.311 2.738 2.531
H 3.521 1.553 2.100
H 2.092 1.063 3.049
H 2.164 3.248 0.072
H 1.576 1.986 -1.034
H 3.237 1.952 -0.403
H -1.627 -1.367 1.227
H -2.003 -0.365 -0.213
H -2.809 -0.049 1.340
H -0.382 2.603 1.716
H -2.049 2.118 2.014
H -1.506 2.374 0.357
H 2.376 -1.938 0.198
H 1.852 -3.095 1.438
H 3.144 -1.981 1.808
H 0.160 -0.446 3.453
H 1.840 -0.968 3.779
H 0.621 -2.165 3.468

***

(8)
Below is C25H23BeN5S as an isolated structure, with properties calculated with wB97M-V/def2-TZVPD.

## Properties
Total charge = +2
Spin multiplicity = 1
E = -44977.0890 eV
E_LUMO = -0.20481 Eh

Positions of all 55 atoms, in Å:
Be 0.300 -0.175 0.098
C 2.166 1.667 0.774
N 0.687 1.683 0.699
C 0.244 2.634 -0.333
C 0.568 2.035 -1.676
C 0.705 2.789 -2.827
C 1.015 2.139 -4.010
C 1.190 0.761 -3.995
C 1.028 0.089 -2.802
N 0.718 0.707 -1.656
C 0.054 1.928 2.005
C -0.601 0.674 2.523
C -1.079 0.585 3.819
C -1.721 -0.575 4.213
C -1.867 -1.608 3.296
C -1.358 -1.440 2.027
N -0.729 -0.319 1.638
C 2.661 0.287 1.109
C 3.877 0.061 1.727
C 4.264 -1.241 1.989
C 3.407 -2.280 1.652
C 2.207 -1.974 1.049
N 1.846 -0.716 0.752
H 2.531 2.399 1.498
H 2.569 1.951 -0.199
H 0.713 3.616 -0.214
H -0.834 2.774 -0.237
H 0.578 3.863 -2.795
H 1.129 2.699 -4.928
H 1.451 0.216 -4.891
H 1.154 -0.985 -2.754
H -0.720 2.690 1.893
H 0.769 2.319 2.731
H -0.952 1.414 4.502
H -2.104 -0.673 5.220
H -2.364 -2.530 3.561
H -1.455 -2.222 1.286
H 4.503 0.898 2.004
H 5.211 -1.446 2.471
H 3.656 -3.309 1.864
H 1.490 -2.749 0.823
S -1.338 -3.471 -2.252
C -0.230 -2.618 -1.287
N -0.612 -1.453 -0.839
C -1.906 -1.164 -1.283
C -2.635 -0.004 -1.011
C -3.905 0.108 -1.530
C -4.464 -0.915 -2.314
C -3.756 -2.063 -2.592
C -2.467 -2.171 -2.068
H 0.753 -3.023 -1.099
H -2.218 0.785 -0.399
H -4.486 0.998 -1.328
H -5.465 -0.798 -2.705
H -4.181 -2.849 -3.200